Record 1
Entry from the Open Molecules 2025 dataset: a molecular structure, C27H61F3N2O11Pt in a non-equilibrium geometry (ωB97M-V/def2-TZVPD).

```
105
Properties=species:S:1:pos:R:3:forces:R:3:lowdin_spin:R:1
Pt -3.818 -1.038 0.446 0.27 -0.22 0.00 1.517
C -5.624 -0.300 -1.729 0.78 0.52 -0.62 0.012
O -5.195 1.110 -1.830 -1.90 -0.89 0.31 0.000
O -5.635 -0.722 -0.454 0.48 0.47 -0.67 0.087
C -7.048 -0.414 -2.266 -0.75 0.36 1.74 0.004
F -7.523 -1.667 -2.196 0.20 -0.14 0.23 0.000
F -7.873 0.348 -1.446 0.60 -0.54 -1.54 0.001
F -7.131 -0.077 -3.537 -0.37 0.82 -0.40 0.001
C -4.106 1.430 -2.671 1.68 0.68 1.55 0.000
C -4.202 1.004 -4.092 0.63 -0.40 -0.29 0.000
H -3.908 -0.027 -4.184 -0.17 -0.66 -0.06 0.000
H -5.219 1.106 -4.435 -0.11 0.36 -0.55 0.000
H -3.427 1.509 -4.686 -0.60 0.30 0.01 0.000
H -3.220 0.943 -2.148 -0.45 0.81 -0.99 0.000
H -4.040 2.557 -2.594 0.13 -1.23 -0.01 0.000
H -4.979 -0.854 -2.446 -0.10 -0.10 0.47 0.002
O 0.098 -1.576 0.334 -0.52 -0.05 0.66 0.005
C -1.226 -1.369 0.308 1.16 -1.38 0.54 0.014
O -1.677 -0.686 -0.632 -0.92 0.24 0.28 0.100
O -1.959 -1.947 1.198 -0.34 1.26 -0.70 0.050
H 0.378 -1.990 1.195 -0.30 0.34 -0.44 0.001
C -1.628 0.649 3.712 0.65 3.61 -1.52 0.000
C -0.396 1.652 3.487 0.34 -1.75 0.86 0.000
C 0.368 1.176 2.225 -0.21 0.24 -0.37 0.000
C 1.315 2.298 1.756 0.88 -0.85 -0.02 0.000
C 0.552 3.575 1.497 -1.31 0.38 0.01 0.000
C -0.043 4.107 2.845 -0.09 -0.28 -1.05 0.000
N -0.926 3.032 3.337 -0.41 -0.20 -0.45 0.000
O -1.482 3.465 4.585 -0.77 -0.33 0.02 0.000
C 1.069 4.570 3.760 -0.23 1.94 0.33 0.000
C -0.890 5.366 2.545 -0.14 -0.59 -0.57 0.000
C 0.558 1.527 4.690 -0.26 0.71 0.56 0.000
H -1.390 -0.355 3.535 0.46 -1.43 0.03 0.000
H -2.375 0.977 2.973 0.00 -0.40 0.17 0.000
H -2.019 0.886 4.664 -0.52 -0.34 1.25 0.000
H 0.923 0.190 2.344 -0.71 1.37 0.33 0.000
H -0.420 0.975 1.489 0.34 0.07 -0.37 0.000
H 1.965 1.951 0.921 -0.59 0.32 0.34 0.000
H 1.993 2.475 2.604 0.12 -0.04 -0.42 0.000
H -0.319 3.337 0.813 0.87 0.46 0.52 0.000
H 1.120 4.431 1.071 -0.06 -0.81 0.06 0.000
H 1.636 5.365 3.250 -0.53 0.21 0.04 0.000
H 0.668 4.998 4.696 0.13 -0.22 -0.38 0.000
H 1.865 3.940 4.001 0.81 -1.72 0.49 0.000
H -1.159 5.877 3.470 0.19 0.17 -0.15 0.000
H -0.297 6.007 1.849 -0.60 -0.22 0.68 0.000
H -1.837 5.063 2.060 0.46 0.17 0.03 0.000
H 0.439 0.559 5.201 0.44 0.18 -0.34 0.000
H 0.309 2.294 5.427 -0.25 -0.20 0.12 0.000
H 1.586 1.790 4.428 0.01 -0.69 -0.01 0.000
H -2.454 3.322 4.505 1.06 0.17 -0.17 0.000
C 5.532 0.387 -2.601 0.54 -1.15 -2.54 0.000
C 5.014 -1.025 -2.936 1.86 -0.99 -1.02 0.000
C 6.256 -2.018 -2.968 0.21 3.18 0.68 0.000
C 5.884 -3.435 -3.013 -0.68 -0.61 -1.17 0.000
C 5.010 -3.767 -1.842 -0.23 -0.05 0.35 0.000
C 3.756 -2.875 -1.746 0.16 -0.02 0.44 0.000
N 4.218 -1.449 -1.794 -0.33 -1.18 0.50 0.000
O 3.134 -0.580 -1.570 -0.67 -0.25 -0.44 0.000
C 2.744 -3.283 -2.829 0.43 -1.16 -1.19 0.000
C 3.027 -3.177 -0.376 1.03 -0.74 -1.18 0.000
C 4.388 -1.039 -4.349 -0.09 0.47 -0.19 0.000
H 6.058 0.346 -1.699 0.88 0.12 1.42 0.000
H 4.647 0.935 -2.487 -0.97 1.45 0.13 0.000
H 6.189 0.780 -3.442 -0.86 -0.40 1.08 0.000
H 6.969 -1.631 -3.749 -0.69 -0.65 0.61 0.000
H 6.662 -1.763 -1.987 0.75 -0.34 0.07 0.000
H 6.737 -4.087 -3.091 0.44 -0.30 0.16 0.000
H 5.327 -3.570 -3.929 -0.26 -0.42 -0.53 0.000
H 5.656 -3.600 -0.993 -0.10 0.07 0.80 0.000
H 4.703 -4.820 -1.815 0.02 0.16 -0.14 0.000
H 3.011 -3.226 -3.912 0.27 0.39 0.96 0.000
H 2.542 -4.363 -2.731 -0.07 0.29 0.35 0.000
H 1.807 -2.787 -2.711 -0.81 0.49 0.11 0.000
H 3.687 -2.977 0.466 -0.02 0.30 0.01 0.000
H 2.096 -2.641 -0.321 -0.22 0.26 0.18 0.000
H 2.820 -4.271 -0.373 0.01 0.65 0.03 0.000
H 4.777 -1.852 -4.993 -0.16 0.35 0.40 0.000
H 4.641 -0.073 -4.854 -0.54 -0.77 0.26 0.000
H 3.313 -1.193 -4.265 -0.05 0.45 -0.37 0.000
H 2.396 -0.892 -2.139 0.09 0.51 0.30 0.000
C -2.994 2.126 0.443 2.12 -0.31 -0.40 0.005
O -4.171 1.359 0.652 0.36 -0.68 0.16 0.107
H -3.111 3.170 0.594 -0.88 1.11 0.29 0.004
H -2.135 1.899 1.134 -1.37 -0.39 -0.42 0.000
H -2.551 2.046 -0.568 -0.47 -0.36 0.36 0.000
H -4.743 1.352 -0.160 0.33 0.32 0.19 0.000
C 1.967 -3.140 3.402 0.45 0.81 -0.13 0.000
O 1.128 -2.081 2.938 -1.00 0.22 0.48 0.000
H 2.681 -3.234 2.597 0.37 -0.26 -0.02 0.000
H 2.502 -2.823 4.309 -0.20 -0.32 -0.15 0.000
H 1.464 -4.092 3.519 -0.32 -0.08 0.22 0.000
H 0.508 -1.768 3.632 0.61 -0.47 -0.54 0.000
C 0.462 1.257 -2.069 1.77 -1.29 -1.79 0.000
O 0.317 -0.131 -2.420 -1.00 0.31 0.18 0.003
H 0.503 1.363 -1.019 0.29 0.35 1.17 0.000
H 1.388 1.555 -2.606 -0.11 -0.08 0.95 0.000
H -0.234 1.927 -2.502 -1.51 0.36 -0.36 0.000
H -0.482 -0.468 -1.941 0.86 0.37 -0.37 0.001
C -6.098 -3.556 1.649 -1.02 0.15 -0.99 0.009
O -5.689 -2.184 1.470 -0.80 -0.79 0.60 0.076
H -6.801 -3.614 2.492 0.34 -0.14 -0.14 0.002
H -6.617 -3.971 0.727 0.59 0.66 0.94 0.000
H -5.223 -4.148 1.805 0.53 -0.32 0.35 0.001
H -6.468 -1.738 1.096 0.63 0.26 -0.14 0.000
```
Forces are in eV/Å.

Results
lowest unoccupied orbital energy (alpha / beta): 0.247 / -1.737 eV
E: -2421.1956 Eh
spin multiplicity: 3
HOMO level (alpha / beta): -0.303 / -0.303 Ha

Record 2
Entry from the Open Molecules 2025 dataset: a molecular structure, C47H42Cl2CrF4N2O4S in a non-equilibrium geometry (ωB97M-V/def2-TZVPD).

```
103
Properties=species:S:1:pos:R:3:forces:R:3:lowdin_spin:R:1
Cr -1.239 -0.851 -0.553 11.09 -3.80 -2.20 1.202
C -2.517 -0.746 1.410 4.58 4.01 13.49 -0.061
N -2.396 -1.137 2.611 0.63 -4.37 -1.93 -0.045
C -2.140 -0.345 3.792 -0.24 0.03 0.11 -0.008
C -2.043 -2.668 2.452 -0.45 -0.01 0.18 0.001
C -2.313 -3.294 0.947 3.19 0.31 1.66 0.005
N -1.206 -2.897 -0.031 -1.73 -0.07 1.93 0.000
C -0.413 -3.854 -0.559 -0.07 -0.25 -0.25 0.000
C 0.603 -3.469 -1.478 -0.16 0.31 0.03 0.000
F 0.778 -2.147 -1.683 0.03 -0.15 -0.19 0.011
C 1.432 -4.337 -2.142 -0.05 -0.14 0.07 0.000
F 2.375 -3.850 -2.965 -0.09 0.08 -0.03 0.000
C 1.329 -5.705 -1.970 0.06 0.02 0.03 0.001
C 0.395 -6.122 -1.049 0.13 -0.03 -0.09 0.000
F 0.284 -7.445 -0.801 -0.09 0.02 0.06 0.000
C -0.429 -5.259 -0.354 0.10 0.03 0.00 0.000
F -1.237 -5.855 0.564 -0.08 0.02 -0.02 0.000
H -3.994 -0.515 0.479 -6.39 1.36 3.77 -0.010
H -3.050 -1.856 0.129 -1.72 -7.81 -1.33 -0.002
H -2.803 0.401 -0.028 0.79 8.14 -0.78 0.015
H -2.923 -0.542 4.530 0.07 0.02 0.04 0.000
H -2.160 0.701 3.494 0.00 -0.02 -0.01 0.000
H -1.165 -0.573 4.210 -0.03 -0.05 -0.01 -0.002
H -2.653 -3.231 3.166 0.09 -0.03 0.04 -0.002
H -0.984 -2.765 2.695 -0.04 -0.09 -0.08 0.001
H -3.240 -2.909 0.568 -0.80 -1.37 0.46 -0.001
H -2.411 -4.365 1.053 0.06 0.08 0.18 0.000
H 1.950 -6.400 -2.511 0.04 -0.02 0.02 0.000
Cl -2.933 -0.738 0.051 -0.20 0.39 -2.17 -0.005
C -3.741 -0.758 -1.197 -13.01 0.85 -13.43 -0.001
C -5.234 -0.494 -1.044 3.80 -0.27 0.93 -0.013
C -6.144 -0.437 -2.055 -0.54 0.01 -0.01 -0.002
C -5.754 -0.656 -3.382 0.11 0.06 0.41 -0.006
C -4.429 -0.936 -3.596 -0.07 0.08 -0.04 -0.002
Cl -3.849 -1.222 -5.206 -0.09 -0.05 -0.09 -0.001
C -3.503 -0.991 -2.555 3.13 -1.05 0.55 -0.006
S -1.811 -1.502 -2.734 -0.72 0.53 -0.22 -0.039
H -5.345 -0.350 0.028 -1.79 0.29 -0.12 -0.003
H -7.181 -0.222 -1.825 0.00 -0.01 -0.02 0.000
H -6.464 -0.617 -4.194 0.02 0.02 -0.05 -0.001
C 3.140 4.515 0.432 -0.16 -0.20 -0.03 0.000
C 3.177 3.007 0.227 0.32 0.19 0.05 0.000
C 4.612 2.499 0.136 -0.23 -0.05 -0.03 0.000
O 2.470 2.692 -0.956 0.06 0.11 0.28 0.000
C 1.634 1.580 -0.693 -0.06 -0.18 0.07 -0.001
C 1.385 1.618 0.835 -0.40 -0.62 -0.12 0.000
O 2.516 2.358 1.306 0.11 -0.02 -0.17 0.000
C 1.199 0.198 1.564 -0.18 0.15 -0.14 0.000
O -0.009 -0.436 1.277 0.19 0.15 -0.05 0.002
C 1.223 0.364 3.102 -0.01 0.17 -0.12 0.000
C 1.342 1.566 3.788 -0.05 -0.08 0.05 0.000
C 1.380 1.581 5.182 -0.09 0.05 0.03 0.000
C 1.272 0.408 5.907 0.01 0.00 0.04 0.000
C 1.140 -0.799 5.228 0.06 -0.01 -0.06 0.000
C 1.125 -0.815 3.845 0.12 0.03 0.11 0.000
C 2.439 -0.679 1.291 -0.04 0.10 0.04 0.000
C 2.287 -1.943 0.748 -0.02 0.02 0.02 0.000
C 3.385 -2.768 0.535 0.01 -0.01 0.02 0.000
C 4.651 -2.341 0.902 0.04 -0.04 0.01 0.000
C 4.806 -1.102 1.511 -0.01 0.05 0.02 0.000
C 3.709 -0.279 1.713 0.03 -0.22 -0.10 0.000
C 0.315 1.606 -1.483 -0.68 0.10 0.50 0.006
O -0.139 0.338 -1.175 -0.13 1.85 -0.79 -0.032
C 0.359 1.661 -3.008 0.19 -0.07 0.07 -0.002
C -0.858 1.796 -3.674 0.09 0.03 -0.16 -0.002
C -0.932 1.632 -5.047 0.03 0.01 0.06 0.000
C 0.212 1.319 -5.769 -0.06 0.05 -0.04 0.000
C 1.427 1.209 -5.115 0.08 -0.04 -0.04 0.000
C 1.504 1.376 -3.738 -0.04 0.07 0.06 -0.001
C -0.609 2.738 -0.982 0.88 0.23 -0.35 0.000
C -1.854 2.555 -0.417 -0.15 0.71 0.11 0.001
C -2.603 3.646 0.020 0.02 -0.06 0.03 0.000
C -2.106 4.931 -0.078 -0.05 0.07 0.05 0.000
C -0.858 5.127 -0.655 0.09 0.00 -0.01 0.000
C -0.128 4.047 -1.118 -0.20 0.01 0.03 0.000
H 3.563 5.010 -0.441 0.04 0.04 0.01 0.000
H 3.715 4.778 1.319 0.01 0.05 0.01 0.000
H 2.107 4.835 0.560 -0.01 0.03 0.02 0.000
H 5.133 3.008 -0.675 0.02 0.02 -0.01 0.000
H 4.602 1.427 -0.053 0.07 -0.01 -0.03 0.000
H 5.129 2.687 1.077 0.05 -0.01 0.01 0.000
H 2.139 0.640 -0.946 0.02 0.11 -0.12 0.000
H 0.478 2.195 1.045 0.02 -0.10 0.10 0.000
H 1.439 2.496 3.249 -0.01 0.00 0.00 0.000
H 1.501 2.525 5.701 -0.04 0.02 0.00 0.000
H 1.297 0.428 6.990 0.01 0.01 0.01 0.000
H 1.052 -1.728 5.779 0.02 -0.02 0.01 0.000
H 1.033 -1.753 3.311 0.02 -0.01 -0.03 0.000
H 1.283 -2.268 0.529 -0.01 0.03 0.03 0.000
H 3.246 -3.747 0.091 -0.02 -0.01 0.00 0.000
H 5.513 -2.979 0.742 0.00 -0.02 -0.01 0.000
H 5.786 -0.779 1.843 0.02 0.00 -0.02 0.000
H 3.827 0.669 2.217 0.03 0.01 0.01 0.000
H -1.759 2.010 -3.112 0.01 -0.03 0.00 0.000
H -1.887 1.729 -5.547 -0.01 -0.05 -0.01 0.000
H 0.147 1.152 -6.837 0.03 0.04 -0.02 0.000
H 2.322 0.971 -5.677 0.02 0.00 0.01 0.000
H 2.455 1.278 -3.232 0.01 -0.04 0.01 0.000
H -2.300 1.595 -0.280 0.41 0.27 -0.21 0.002
H -3.580 3.472 0.455 0.00 0.00 0.01 0.000
H -2.678 5.772 0.293 -0.02 0.01 -0.03 0.000
H -0.448 6.128 -0.733 -0.01 0.01 -0.05 0.000
H 0.837 4.203 -1.578 0.00 0.01 -0.04 0.000
```
Forces are in eV/Å.

Results
lowest unoccupied orbital energy (alpha / beta): 2.057 / 2.251 eV
E: -4988.2263 Eh
energy above the lowest of the compared OMol25 structures with the same formula, charge and spin: 2460.9 kJ/mol
charge: -1
spin multiplicity: 2
HOMO level (alpha / beta): -0.162 / -0.160 Ha

Record 3
Entry from the Open Molecules 2025 dataset: a single C5H10O3 molecule in a non-equilibrium geometry (ωB97M-V/def2-TZVPD).

```
18
Properties=species:S:1:pos:R:3:forces:R:3:nbo_charge:R:1
O -1.659 2.332 -0.502 0.96 2.77 -0.32 -0.588
C -1.626 1.162 -0.654 -1.61 0.24 0.93 0.779
O -2.601 0.432 -0.165 -3.73 -1.57 1.73 -0.715
C -0.658 0.286 -1.256 -2.23 -3.90 -0.97 -0.509
C -0.299 -0.871 -0.263 -0.72 -0.28 -0.18 -0.384
C 0.391 -0.375 0.974 -1.32 0.16 0.57 -0.419
C 1.803 0.047 0.819 -0.83 -0.60 -5.94 -0.050
O 2.517 -1.148 0.521 -1.98 -0.90 1.38 -0.737
H -3.367 0.896 0.316 2.12 -0.29 -1.27 0.508
H 0.137 0.829 -1.559 2.75 1.55 -1.00 0.222
H -1.180 -0.180 -2.201 1.05 0.82 1.68 0.242
H -1.200 -1.403 0.152 0.76 0.39 -1.27 0.231
H 0.357 -1.511 -0.798 0.34 -1.09 -0.42 0.214
H 0.377 -1.154 1.799 -0.26 0.99 -0.89 0.219
H -0.280 0.475 1.174 0.65 0.04 1.28 0.202
H 2.102 0.337 1.700 1.99 2.39 4.60 0.166
H 1.953 0.853 -0.032 -0.26 -1.39 1.77 0.150
H 3.234 -1.007 -0.024 2.31 0.67 -1.68 0.469
```
Forces are in eV/Å.

Results
lowest unoccupied orbital energy: 0.727 eV
SMILES: O=C(O)CCCCO
E: -422.1945 Eh
energy above the lowest of the compared OMol25 structures with the same formula, charge and spin: 162.9 kJ/mol
HOMO level: -0.378 Ha